117
Properties=species:S:1:pos:R:3:forces:R:3 method="wB97M-V/def2-TZVPD" max_force_ev_per_a=1.37 lumo_ev=2.212 total_charge=-1 homo_lumo_gap_ev=6.76 homo_ev=-4.54
Sn 1.6496 -0.6975 -0.8394 0.955 -0.974 -0.142
P -1.2307 -4.0616 0.4482 -0.054 0.152 -0.156
P -0.7790 0.8023 0.1853 -1.045 0.046 0.211
O -2.5860 -1.6236 -0.7092 -0.001 -0.341 -0.149
O 3.5780 -1.2616 -1.8876 -0.608 0.771 0.224
O 4.2160 -3.8157 0.4450 0.057 0.300 -0.224
O 2.6918 -2.2048 0.4362 -0.608 0.920 -0.145
O 5.0885 -2.8936 -2.0494 -0.091 0.099 0.138
N 1.6132 1.6246 -0.1163 0.431 -0.749 -0.095
C -0.6804 3.4624 3.9566 0.067 0.010 0.048
C 0.1708 -7.3301 -2.4938 0.030 -0.067 -0.049
C 0.9936 2.4222 -1.1529 0.035 -0.094 -0.279
C -5.4370 0.3507 0.4947 -0.132 -0.060 -0.002
C -1.0425 4.2504 -2.2604 0.144 0.014 0.112
C -5.0841 -3.9416 -2.0877 0.005 0.255 -0.127
C -3.6227 -5.1472 -0.6298 -0.216 0.043 0.011
C 1.5514 2.9183 -3.7033 0.109 -0.116 -0.160
C -0.6541 1.3230 2.8669 0.012 0.058 -0.098
C 1.2312 1.8925 -2.6760 -0.015 0.096 0.008
C -0.5822 -6.7743 -0.2747 0.112 0.052 -0.052
C 4.4534 1.2288 2.3695 0.171 -0.126 0.154
C 0.1946 4.7508 -1.5831 -0.082 0.073 0.102
C 4.8928 3.9707 1.4281 -0.040 -0.114 0.007
C -2.8980 -4.5804 2.6390 0.070 -0.105 -0.012
C -3.2855 -2.7929 -0.9756 0.140 -0.493 -0.051
C -3.1659 -5.0345 3.9216 -0.014 0.029 0.055
C 2.7796 2.0643 0.6461 0.110 0.063 -0.200
C -2.8777 -3.9959 -0.3850 0.100 0.834 -0.064
C 4.2008 -2.3118 -1.4555 0.266 -0.135 -0.243
C -0.6949 -5.5451 2.7594 -0.225 0.117 0.022
C -0.4973 1.9083 -1.2679 0.253 -0.152 0.469
C -4.6912 -0.7063 0.0077 -0.041 -0.016 0.211
C 5.2140 2.7559 0.5529 0.186 0.086 -0.128
C -1.5647 2.8570 -1.8392 -0.035 0.111 -0.024
C -1.3003 2.3026 -3.2620 -0.117 0.069 -0.201
C 3.2138 0.8888 1.5386 -0.027 0.031 -0.216
C -4.7379 -5.1184 -1.4453 0.034 -0.279 0.153
C -1.6666 -4.8451 2.0385 0.001 -0.005 -0.027
C -0.7849 1.9370 1.6215 0.348 -0.061 0.101
C 1.1254 3.9162 -1.1288 -0.160 -0.040 0.359
C -3.4526 1.6557 0.6578 -0.092 -0.129 -0.268
C 0.6312 3.7416 -4.1956 -0.156 0.012 -0.167
C 3.7662 3.6120 2.4003 -0.017 0.131 0.112
C -4.3587 -2.7858 -1.8657 0.234 -0.163 -0.417
C -2.6574 0.6303 0.1411 -0.077 -0.645 -0.075
C -0.6633 -5.4347 -0.6302 0.196 -0.068 0.144
C -2.2065 -5.7491 4.6231 -0.030 -0.015 0.021
C -0.9736 -6.0024 4.0386 0.112 -0.026 -0.002
C 3.7053 -2.8419 -0.0773 -0.136 -0.548 0.422
C 3.9815 2.3818 -0.2692 -0.018 -0.020 0.153
C -0.1699 -7.7149 -1.2081 0.023 -0.124 0.012
C -0.7819 3.6898 -3.7221 0.146 0.003 -0.066
C -3.3186 -0.5779 -0.2044 -0.181 0.882 0.382
C -2.3608 1.6631 -4.1256 0.113 0.053 0.126
C -0.6050 2.0780 4.0285 -0.016 0.031 0.044
C 2.5005 3.2265 1.6295 0.044 -0.034 -0.047
C 4.1828 2.4304 3.2763 -0.048 0.024 -0.121
C -0.2150 1.3614 -2.6955 -0.095 -0.196 -0.152
C -0.8808 3.3244 1.5617 0.117 -0.059 0.123
C 0.0981 -5.9927 -2.8559 -0.075 0.035 0.005
C -0.8211 4.0805 2.7231 -0.018 0.073 -0.048
C 5.6187 1.5760 1.4386 -0.099 0.030 -0.053
C -4.8244 1.5439 0.8020 -0.025 0.308 0.100
C -0.3250 -5.0559 -1.9300 0.061 0.105 0.051
C 0.4178 6.2377 -1.5982 0.083 -0.161 -0.109
H -4.1238 -4.8200 4.3798 0.002 -0.001 -0.016
H 3.7430 3.1911 -0.9631 -0.017 0.013 -0.047
H 2.0633 4.3362 -0.7976 0.008 0.029 0.102
H 3.3819 2.2024 3.9863 0.011 -0.011 0.028
H 4.5833 4.8132 0.7996 0.035 0.023 -0.001
H -1.8268 5.0105 -2.2567 0.019 -0.003 0.007
H 1.7491 2.8876 2.3436 -0.137 -0.012 -0.002
H -6.5026 0.2286 0.6425 -0.018 -0.042 -0.007
H 2.0887 4.1016 1.1331 -0.004 0.043 -0.037
H -0.8623 5.1619 2.6636 -0.031 0.000 -0.012
H -5.3187 -6.0176 -1.6058 0.021 -0.019 -0.010
H -0.4694 6.7766 -1.2584 -0.020 0.013 -0.004
H 3.5448 4.4794 3.0337 -0.006 -0.033 -0.007
H 4.7251 0.3618 2.9799 -0.047 -0.004 -0.037
H 4.1837 1.4847 -0.8662 0.003 0.039 -0.060
H -0.8219 -7.0877 0.7318 -0.068 -0.039 0.010
H -5.1892 -1.6446 -0.1806 -0.016 0.167 0.102
H -2.8509 0.8439 -3.5949 -0.018 -0.041 -0.017
H -0.3414 0.3086 -2.9574 -0.008 0.036 0.021
H -3.3123 -6.0768 -0.1689 0.022 -0.019 -0.030
H -2.9739 2.5750 0.9646 -0.144 -0.043 -0.061
H -1.4523 4.1458 -4.4534 -0.018 0.022 0.047
H -0.3995 -4.0085 -2.2093 0.096 -0.029 -0.007
H 0.6369 6.5631 -2.6202 -0.037 0.132 0.013
H -1.9079 1.2631 -5.0362 -0.027 -0.024 -0.032
H 3.4504 0.0294 0.8984 0.058 0.010 0.144
H 0.2799 -5.7115 2.3198 0.071 -0.015 0.030
H 0.8924 4.5035 -4.9223 0.101 -0.040 -0.027
H -3.6478 -4.0116 2.1016 0.004 -0.030 0.016
H 2.5832 2.9860 -4.0306 0.003 0.063 -0.039
H 2.3762 0.6014 2.1831 -0.009 -0.009 0.005
H 0.5039 -8.0682 -3.2119 0.014 -0.015 0.002
H 6.0396 3.0030 -0.1240 -0.015 -0.013 0.016
H -2.5521 2.8231 -1.3835 0.025 0.015 -0.013
H -5.9227 -3.9202 -2.7721 0.005 0.005 -0.017
H -0.1044 -8.7569 -0.9222 0.002 -0.027 0.006
H -3.1178 2.3961 -4.4127 -0.067 -0.031 0.015
H -0.2138 -6.5448 4.5872 -0.003 -0.005 0.008
H 1.2573 6.5123 -0.9592 0.029 0.034 -0.043
H -4.6036 -1.8806 -2.4053 -0.027 0.055 0.113
H -5.4018 2.3820 1.1713 0.014 0.000 0.053
H -0.9735 3.8177 0.6048 0.033 0.046 -0.027
H 1.9944 1.1114 -2.6963 -0.010 0.023 0.027
H -0.5788 0.2416 2.9111 0.026 0.002 0.046
H -0.6083 4.0596 4.8571 -0.039 -0.007 0.014
H 0.3790 -5.6802 -3.8533 -0.014 0.008 0.001
H 5.8758 0.7122 0.8195 0.016 0.005 -0.006
H -0.4955 1.5906 4.9894 0.010 -0.018 -0.006
H 6.5019 1.8442 2.0285 0.014 -0.063 0.007
H 5.0846 2.6762 3.8475 -0.013 -0.018 0.037
H 5.7874 4.2771 1.9809 -0.012 0.037 0.009
H -2.4151 -6.0960 5.6279 0.012 -0.011 -0.022

128
Properties=species:S:1:pos:R:3:forces:R:3 method="wB97M-V/def2-TZVPD" max_force_ev_per_a=0.49 relative_energy_kcal_mol=0.0 spin_multiplicity=2 lumo_ev="-2.603 / -2.606" total_charge=+1 homo_lumo_gap_ev="4.24 / 7.07" homo_ev="-6.84 / -9.67"
Te -0.2191 -1.7475 -3.2931 0.114 0.383 -0.284
Sn -1.8991 -0.6894 -0.5983 -0.202 -0.215 0.208
Cl -1.2555 8.2373 1.9745 0.002 -0.007 -0.010
Cl -1.3717 7.9944 -3.3685 0.027 0.000 0.006
Cl 2.9441 2.5361 -2.9564 -0.013 0.008 -0.138
S 4.5356 4.4038 -1.2837 0.011 -0.003 0.047
F -0.8853 0.1340 5.9318 -0.012 -0.013 0.034
O -1.0130 -4.8927 -0.6828 -0.055 0.016 -0.023
O -1.4188 -2.7524 -1.1223 -0.045 0.040 0.042
O 2.2001 -0.5067 -2.2125 0.043 0.102 -0.096
O -0.8800 -1.1944 1.1450 0.022 0.075 0.029
O 0.9622 6.0312 -3.9895 -0.149 -0.062 -0.074
N -0.0263 -0.4539 -1.7696 0.169 -0.129 0.263
N -2.1049 2.1899 -1.3990 0.095 0.041 -0.105
N -2.3480 -4.4502 3.2166 0.038 -0.035 -0.066
N -2.5019 -2.7488 9.6725 0.022 0.002 -0.094
N -1.8234 -2.0650 7.4319 0.046 -0.102 0.026
N -1.7493 3.8103 -2.8572 0.013 -0.044 -0.004
C -1.9745 -3.3095 3.9293 -0.006 0.030 0.016
C 1.0439 2.2775 1.4765 0.070 0.042 -0.012
C 0.2061 5.2667 -3.0670 0.025 0.063 -0.007
C 2.3591 0.4498 -6.0796 0.006 0.013 0.060
C -1.6104 -3.5103 1.1419 0.141 0.030 -0.067
C -1.3208 -3.7774 -0.3125 0.065 -0.048 0.081
C 2.1628 5.3768 -4.3969 0.025 0.031 0.060
C -3.1542 3.0757 -1.3518 0.061 0.042 -0.027
C 1.9762 -3.0670 -0.8925 -0.126 -0.031 0.046
C -1.0114 4.6569 -3.7779 0.033 0.077 0.022
C 0.5604 -0.3802 -4.7174 0.061 -0.068 -0.054
C -1.7901 0.6092 -4.9067 -0.058 -0.043 -0.019
C 3.3387 1.7495 1.0170 0.023 -0.041 -0.019
C -1.4921 -2.1875 3.1903 -0.031 -0.052 -0.021
C -1.0230 -2.9623 9.5513 -0.025 0.012 0.013
C -3.9932 -6.3499 3.3016 0.020 -0.021 0.019
C 3.1286 5.2774 -3.2557 0.053 -0.025 0.037
C -0.8369 7.3997 0.5142 0.007 -0.001 0.020
C 2.4839 -4.6936 -4.8281 -0.030 0.020 -0.015
C -0.1484 6.2012 0.5832 -0.014 0.021 -0.005
C 1.2766 -0.0964 -1.5195 -0.167 0.223 -0.085
C 1.3246 -3.1829 -3.3829 0.027 0.056 0.128
C -1.2652 -0.9905 5.2676 0.090 -0.007 -0.057
C 1.4867 1.3618 -6.6566 0.033 0.038 0.010
C -2.0701 -4.5521 1.8758 -0.003 -0.001 0.087
C 0.4875 -3.5570 -5.7814 -0.004 0.008 0.007
C 2.9410 0.9535 -0.0436 0.049 -0.056 0.091
C -0.3305 0.5391 -5.2788 0.016 0.003 -0.022
C 3.7571 6.4103 -2.6554 -0.009 0.024 0.006
C -0.6210 -2.5188 8.1228 0.038 0.069 0.013
C 4.5383 6.0889 -1.5943 0.005 0.034 0.011
C -2.3651 -0.8838 8.0840 -0.044 0.017 0.009
C -2.8533 -5.5975 3.9137 -0.011 -0.018 0.001
C -0.8651 7.2744 -1.8685 -0.048 0.008 -0.006
C -1.1990 7.9476 -0.7036 0.010 -0.012 -0.013
C -2.8429 -1.3004 9.4990 0.009 -0.016 0.020
C 1.5902 0.8075 -0.3554 -0.012 -0.122 -0.032
C -1.3420 -2.2589 1.7893 0.013 0.019 -0.009
C 1.8970 -0.4145 -5.1001 -0.049 -0.044 -0.089
C 1.4401 -3.7945 -4.6364 0.012 -0.075 0.043
C -0.1696 6.0692 -1.8433 0.020 -0.033 0.030
C -2.0817 -3.2422 5.3041 -0.044 0.024 -0.033
C 4.5261 -5.9423 -4.0483 0.011 -0.003 -0.003
C 0.6497 1.4801 0.4115 -0.042 0.106 -0.023
C 0.1777 5.5558 -0.5966 0.054 -0.009 0.001
C -4.2218 -5.5136 4.5260 -0.011 0.021 -0.021
C 2.1603 -3.5180 -2.3129 -0.009 -0.031 -0.089
C -1.7313 -2.0641 6.0016 -0.077 -0.002 0.003
C 3.1940 -4.4095 -2.5725 -0.025 -0.019 0.010
C 3.4696 4.1334 -2.5969 -0.046 -0.026 -0.108
C -1.1490 -1.0138 3.8977 0.021 0.038 0.069
C 0.1633 1.4093 -6.2515 -0.019 0.030 0.054
C 2.3898 2.4130 1.7829 -0.050 0.011 0.033
C 3.3849 -4.9922 -3.8180 0.004 0.001 0.019
C -1.2860 2.6652 -2.3096 0.062 -0.022 0.105
C -2.9435 4.0914 -2.2380 -0.001 0.005 -0.020
H -2.3345 -0.7583 10.2934 -0.020 0.017 0.002
H -2.9141 -3.2250 8.8601 -0.024 -0.014 0.033
H -2.1007 -6.1748 4.4434 0.004 0.024 0.012
H 3.3984 0.4190 -6.3789 0.000 0.002 -0.001
H 3.8586 -4.6740 -1.7566 0.001 0.003 0.003
H -3.9896 2.9306 -0.6880 -0.005 0.004 0.003
H 2.9292 -2.7556 -0.4654 -0.014 0.010 0.005
H 0.7647 -2.6823 -6.3709 0.011 0.048 0.002
H -0.5129 2.1258 -6.7049 -0.001 -0.003 0.001
H -2.2310 -5.5209 1.4276 -0.012 0.021 -0.029
H 0.7281 4.6218 -0.5511 -0.003 -0.012 0.008
H 4.4678 -6.4026 -5.0332 -0.003 0.001 0.000
H -0.5465 -3.4272 -5.4502 0.001 -0.011 -0.004
H -1.9681 0.4817 -3.8374 0.037 0.019 0.011
H -1.6346 -0.0749 8.1713 0.012 -0.003 -0.009
H 2.5703 5.9952 -5.1954 0.007 0.007 0.003
H 2.5739 -1.1161 -4.6318 -0.002 -0.014 0.017
H -1.7356 8.8840 -0.7507 -0.003 -0.001 0.001
H 1.9490 4.3842 -4.8075 -0.017 -0.006 0.012
H -4.7477 -4.5781 4.3922 -0.005 -0.002 0.010
H -4.3919 -6.0109 5.4713 0.007 -0.004 -0.003
H -0.6773 4.0712 -4.6368 0.039 -0.030 0.037
H -3.9176 -1.1977 9.6314 -0.002 0.002 -0.022
H -0.3450 2.2190 -2.6026 -0.014 0.005 -0.018
H 5.1205 6.7494 -0.9727 0.000 0.004 -0.009
H 2.5814 -5.1777 -5.7934 0.008 0.006 0.000
H 0.2931 2.7961 2.0600 0.003 0.000 -0.002
H -3.5131 4.9712 -2.4837 -0.010 -0.004 -0.002
H -2.3670 -0.1560 -5.4321 0.000 -0.004 0.003
H 0.8173 4.4414 -2.6917 -0.028 -0.074 -0.056
H 4.5307 -6.7355 -3.2999 -0.002 0.003 0.001
H -0.7687 -0.1569 3.3614 -0.002 -0.006 -0.001
H -3.9878 -7.4255 3.4016 -0.005 0.001 -0.007
H 1.8397 2.0429 -7.4208 -0.004 -0.008 0.000
H -2.2052 1.5795 -5.1797 -0.009 -0.012 -0.023
H -0.4000 1.4582 0.1725 -0.192 -0.109 -0.098
H -1.6732 5.4396 -4.1398 -0.003 -0.006 0.000
H 1.2679 -2.2547 -0.7759 -0.024 -0.179 0.034
H 0.4938 -4.4213 -6.4437 -0.003 0.017 -0.011
H 1.5911 -3.9091 -0.3150 0.042 -0.045 0.042
H 3.6134 7.4209 -3.0103 -0.002 0.002 -0.002
H 4.3913 1.8533 1.2469 -0.002 -0.002 -0.003
H 2.6997 3.0346 2.6137 -0.004 0.000 -0.005
H -3.2033 -0.5142 7.4980 0.001 0.001 -0.006
H -2.4628 -4.0821 5.8669 -0.003 -0.002 0.016
H -4.3881 -5.9801 2.3661 -0.002 0.002 0.002
H 5.4809 -5.4187 -3.9759 0.003 -0.004 -0.001
H -0.2003 -3.3568 7.5725 -0.010 -0.005 -0.002
H -2.8760 -3.1300 10.5380 0.011 0.011 0.022
H 3.6672 0.4316 -0.6524 -0.011 0.016 0.023
H -0.5508 -2.3708 10.3324 0.011 -0.006 -0.001
H 0.1406 -1.7315 8.1786 0.005 -0.008 -0.005
H -0.8263 -4.0159 9.7371 0.011 0.001 -0.014
H 0.1333 5.7880 1.5414 0.000 -0.004 0.000